# 1
{
  "formula": "C11H24AuIN3OTa",
  "method": "ωB97M-V/def2-TZVPD",
  "elements": ["Au", "Ta", "I", "O", "N", "N", "N", "C", "C", "C", "C", "C", "C", "C", "C", "C", "C", "C", "H", "H", "H", "H", "H", "H", "H", "H", "H", "H", "H", "H", "H", "H", "H", "H", "H", "H", "H", "H", "H", "H", "H", "H"],
  "xyz": [[0.6073, 2.4121, 2.7160], [-0.0256, 0.1199, -0.0499], [1.4762, -1.9016, 0.8765], [0.8904, 4.0953, 4.5685], [-1.9429, -0.3924, -0.1127], [0.4175, 0.6247, -1.9658], [0.0879, 1.4588, 1.1669], [-0.4018, 2.9399, -1.8909], [0.1516, 3.7110, 3.7624], [-2.9791, -0.4930, 2.0665], [-3.1188, 0.0378, 0.6393], [-2.0234, -1.7468, -0.6702], [1.2416, -0.3310, -2.6981], [-4.4208, -0.4847, 0.0203], [-0.2552, 1.6747, -2.7408], [-3.1660, 1.5623, 0.6797], [0.5180, 2.0212, -4.0113], [-1.6419, 1.1455, -3.1068], [-1.0246, -2.1600, -0.8931], [2.1517, 0.1560, -3.0816], [-2.5157, -2.4358, 0.0347], [-5.2663, -0.0356, 0.5569], [-2.9686, -1.5895, 2.0612], [-4.5108, -1.5728, 0.1186], [-4.0489, 1.8680, 1.2587], [0.5431, 1.1847, -4.7180], [0.0245, 2.8618, -4.5100], [1.5699, -1.1367, -2.0241], [-2.5970, -1.7496, -1.6113], [-1.5421, 0.2727, -3.7659], [-3.8279, -0.1445, 2.6697], [-3.2670, 1.9778, -0.3332], [-0.9898, 2.7856, -0.9736], [0.5873, 3.3153, -1.5967], [1.5401, 2.3279, -3.7661], [-2.2717, 1.9852, 1.1555], [-0.9025, 3.7099, -2.4952], [-2.1846, 0.8182, -2.2056], [0.7323, -0.8017, -3.5599], [-2.2296, 1.9178, -3.6200], [-4.4987, -0.1993, -1.0369], [-2.0427, -0.1352, 2.5182]],
  "orbital_gap_ha": [0.1516, 0.1521],
  "lumo_ha": [-0.42828, -0.42824],
  "total_energy_ev": -31638.3187,
  "de_lowest_kcal_mol": 106.6,
  "total_charge": 2
}



# 2
{
  "formula": "CH4N6O",
  "method": "ωB97M-V/def2-TZVPD",
  "elements": ["O", "N", "N", "N", "N", "N", "N", "C", "H", "H", "H", "H"],
  "xyz": [[-1.9490, -0.5474, 0.2554], [1.3951, -1.5257, -0.3652], [-0.3652, 1.6446, -0.5032], [0.3584, 0.4833, 0.1047], [2.1761, -0.7239, -0.0848], [-1.0215, -1.3103, -0.4064], [1.7575, 0.4904, 0.1769], [0.1252, -0.8121, -0.1039], [-1.0541, 1.8242, 0.2238], [-2.7003, -1.4578, 0.8729], [2.2406, 0.7976, 1.1265], [-0.9629, 1.1370, -1.2966]],
  "orbital_gap_ha": 0.3163,
  "lumo_ha": -0.00167,
  "total_energy_ev": -12081.7552,
  "de_lowest_kcal_mol": 119.6
}



# 3
{
  "formula": "C15H45ClN9O10",
  "method": "ωB97M-V/def2-TZVPD",
  "elements": ["Cl", "O", "O", "O", "O", "O", "O", "O", "O", "O", "O", "N", "N", "N", "N", "N", "N", "N", "N", "N", "C", "C", "C", "C", "C", "C", "C", "C", "C", "C", "C", "C", "C", "C", "C", "H", "H", "H", "H", "H", "H", "H", "H", "H", "H", "H", "H", "H", "H", "H", "H", "H", "H", "H", "H", "H", "H", "H", "H", "H", "H", "H", "H", "H", "H", "H", "H", "H", "H", "H", "H", "H", "H", "H", "H", "H", "H", "H", "H", "H"],
  "xyz": [[1.1531, -1.6098, -1.9004], [2.3632, -0.9042, -1.5398], [0.5874, -2.4219, -0.8368], [-3.0332, 8.3942, -4.0070], [3.7882, -8.7366, -1.6048], [-4.5600, -5.5225, -4.2565], [-6.2863, -2.4302, 0.3083], [1.5604, -2.5824, -2.8853], [0.2388, -0.7007, -2.4691], [-0.1216, 3.5253, 3.3818], [6.8181, -4.3226, 1.7113], [-2.3278, 5.3002, 2.8493], [-4.4586, -1.4099, -0.4320], [-2.3711, -5.3804, -3.8494], [5.8822, -3.2427, 5.2779], [-1.6170, 5.8770, -1.7123], [3.7770, -6.5992, -1.1651], [2.0733, -7.4058, -2.1422], [-3.3632, -3.6544, -4.5328], [-4.2720, -3.1577, 0.7075], [8.0324, -4.5786, 1.0157], [4.5192, -3.1266, 3.3097], [3.3162, -7.6302, -1.7000], [-4.0527, 3.5786, 2.8344], [-5.0871, -2.3727, 0.1918], [5.7717, -3.8257, 3.9535], [-3.1215, 9.8195, -4.0136], [-2.3780, 7.9307, -2.8803], [6.9450, -3.5926, 2.9690], [-2.6543, 3.9813, 3.2640], [-1.4949, 3.0299, 2.9638], [-3.6809, 5.7006, -2.8642], [0.9281, 2.6275, 3.4258], [-3.5018, -4.9166, -4.3182], [-2.2820, 6.3697, -2.9340], [-2.8489, 8.2659, -1.9562], [3.1840, -5.7815, -1.1601], [-3.5202, 10.2459, -3.0931], [0.7049, 1.7771, 4.0702], [7.0306, -2.5417, 2.6925], [-4.2039, 3.9034, 1.8050], [1.9284, -6.4935, -2.5506], [5.4877, -4.8779, 3.9694], [4.8449, -2.1918, 2.8534], [1.8299, 3.0974, 3.8184], [-3.6340, 10.2164, -4.8899], [-3.2789, -3.0322, 0.5732], [-1.6665, -4.7997, -3.4175], [3.6853, -2.9338, 3.9847], [-2.1014, 10.2035, -4.0117], [-4.5564, -3.8706, 1.3641], [-2.4981, -3.2001, -4.2773], [-1.4081, 5.5584, 3.1773], [-2.9344, 6.0240, 3.2074], [-3.4651, -1.5053, -0.5867], [4.0051, -3.6960, 2.5354], [-1.7355, 2.0830, 3.4471], [6.6239, -3.7871, 5.6946], [5.0188, -3.5247, 5.7196], [8.4083, -3.6127, 0.6782], [-2.1199, 5.9663, -0.8410], [-2.4316, -6.3159, -3.4734], [8.7163, -5.2320, 1.5574], [-1.5712, 4.8973, -1.9539], [-1.6274, 6.1713, -3.7827], [-2.7484, 3.9957, 4.3498], [-4.2636, -3.1979, -4.5655], [-1.3371, 8.2511, -2.8374], [-3.6137, 4.6575, -2.5551], [-4.2589, 2.5302, 3.0498], [4.5343, -6.7324, -0.5103], [-4.3497, 6.2914, -2.2383], [-4.9234, -0.5638, -0.7291], [7.7217, -5.0520, 0.0843], [-4.0371, 5.7386, -3.8937], [-1.4888, 2.7906, 1.9004], [7.9164, -3.8280, 3.4039], [1.6624, -8.2111, -2.5926], [-4.7653, 4.1776, 3.4014], [0.9947, 2.1287, 2.4589]],
  "orbital_gap_ha": 0.3117,
  "lumo_ha": 0.07831,
  "total_energy_ev": -62685.7081,
  "de_lowest_kcal_mol": 18.5,
  "total_charge": -1
}



# 4
{
  "formula": "C5H9NOS",
  "method": "ωB97M-V/def2-TZVPD",
  "elements": ["S", "O", "N", "C", "C", "C", "C", "C", "H", "H", "H", "H", "H", "H", "H", "H", "H"],
  "xyz": [[-0.3036, 1.8069, 1.2480], [-0.7136, -1.5124, -0.6396], [-0.5083, 0.3507, 2.1641], [1.0136, 1.6325, -0.0625], [-1.5571, -0.8278, 0.2069], [1.2269, 0.1572, -0.4420], [-0.9918, -0.6707, 1.5772], [0.2519, -0.6643, -1.2429], [0.7121, 2.1706, -1.0256], [2.2013, 0.0672, -1.0098], [0.7791, -1.3718, -1.8631], [2.0268, 2.0648, 0.2551], [-1.0039, -1.6461, 2.1474], [-1.9138, 0.1431, -0.2228], [-0.3065, 0.0671, -1.8679], [-2.4540, -1.4743, 0.2529], [1.5409, -0.2928, 0.5246]],
  "smiles": "C1=N\\SCCCOC/1",
  "orbital_gap_ha": 0.3288,
  "lumo_ha": 0.02508,
  "total_energy_ev": -19701.4329,
  "de_lowest_kcal_mol": 66.2
}



# 5
{
  "formula": "C33H33Br2ClN4O5PPt",
  "method": "ωB97M-V/def2-TZVPD",
  "elements": ["Pt", "Br", "Br", "Cl", "P", "O", "O", "O", "O", "O", "N", "N", "N", "N", "C", "C", "C", "C", "C", "C", "C", "C", "C", "C", "C", "C", "C", "C", "C", "C", "C", "C", "C", "C", "C", "C", "C", "C", "C", "C", "C", "C", "C", "C", "C", "C", "C", "H", "H", "H", "H", "H", "H", "H", "H", "H", "H", "H", "H", "H", "H", "H", "H", "H", "H", "H", "H", "H", "H", "H", "H", "H", "H", "H", "H", "H", "H", "H", "H", "H"],
  "xyz": [[-1.0706, -0.3970, 0.6892], [4.0724, 1.6467, 5.1258], [0.5000, -2.7185, 5.0134], [3.5573, -3.5992, -1.0698], [-2.6344, 0.7786, 1.8877], [-0.5374, -1.2359, 2.5474], [1.7583, -5.9257, -1.4122], [-0.4096, -5.9841, -1.0014], [-2.2343, -4.1611, -0.1217], [-2.1903, -2.0623, 0.5405], [1.6743, -1.8811, -0.3832], [0.3584, -1.7774, -0.1395], [0.3946, 0.9887, 1.3588], [0.4140, 0.9755, -3.7202], [-1.9214, 1.7856, 3.2145], [0.9923, 0.5567, 2.5297], [4.5965, 1.0816, 0.1107], [1.9709, -3.1579, -0.7114], [0.8081, -3.9131, -0.6900], [-0.1736, -2.9819, -0.3122], [-3.4754, -0.3227, -1.0717], [1.7783, 2.9203, 1.4048], [-3.6461, -0.5516, -3.4457], [2.6336, 0.7462, 4.2970], [3.3741, -0.8074, 0.9495], [0.4848, -0.6463, 3.1027], [-3.6854, -0.4085, 2.7447], [-3.6699, 1.9996, 1.0391], [-1.4992, -0.0683, -2.4040], [0.7538, -5.3690, -1.0627], [2.4131, 2.5015, 2.5310], [-0.1158, 2.3223, -3.7887], [-2.1041, -0.0643, -1.1486], [4.3581, 0.1538, 1.1156], [0.0907, 2.6638, -0.4000], [0.5881, 0.3587, -5.0227], [1.1176, -1.1200, 4.2448], [2.6305, -0.8187, -0.2224], [0.7556, 2.1408, 0.8227], [3.8530, 1.0510, -1.0606], [-2.2851, -0.3496, -3.5296], [-0.0084, 0.1398, -2.6166], [2.8643, 0.0937, -1.2396], [-1.6280, -3.1229, 0.0341], [2.1868, -0.4327, 4.8284], [2.0343, 1.2843, 3.1354], [-4.2504, -0.5277, -2.1959], [-0.7127, 2.0201, -0.7498], [-4.2261, -0.7532, -4.3356], [-0.3254, 0.3172, -5.6292], [-4.0877, -1.1490, 2.0545], [-3.0265, 2.7576, 0.5910], [5.3772, 1.8203, 0.2345], [4.0595, 1.7554, -1.8548], [-4.5006, 0.1232, 3.2373], [-4.3027, 2.4722, 1.7919], [1.3281, 0.9230, -5.5928], [-0.3044, 3.6646, -0.2157], [-4.2888, 1.5712, 0.2589], [0.9658, -0.6577, -4.9055], [0.4626, -0.8336, -2.7956], [3.2017, 3.0923, 2.9764], [-1.2106, 2.3639, -3.7005], [-2.7701, 2.1718, 3.7814], [4.9425, 0.1702, 2.0261], [3.1791, -1.5445, 1.7195], [-1.8053, -0.4082, -4.4945], [0.8430, 2.7554, -1.1842], [-1.3527, 2.6253, 2.8160], [-1.2934, 1.1976, 3.8813], [2.3217, 0.0409, -2.1730], [0.1441, 2.7525, -4.7542], [2.0447, 3.8525, 0.9270], [0.3163, 2.9723, -3.0308], [-1.1572, -5.4096, -0.6969], [-5.3075, -0.7312, -2.0873], [-3.0769, -0.9329, 3.4811], [-3.9609, -0.4563, -0.1144], [2.6532, -0.8429, 5.7132], [0.3950, 0.5151, -1.6726]],
  "orbital_gap_ha": 0.2623,
  "lumo_ha": -0.13656,
  "total_energy_ev": -216093.3193,
  "de_lowest_kcal_mol": 0.0,
  "total_charge": 1
}



# 6
{
  "formula": "C33H44F4GaN4O",
  "method": "ωB97M-V/def2-TZVPD",
  "elements": ["Ga", "F", "F", "F", "F", "O", "N", "N", "N", "N", "C", "C", "C", "C", "C", "C", "C", "C", "C", "C", "C", "C", "C", "C", "C", "C", "C", "C", "C", "C", "C", "C", "C", "C", "C", "C", "C", "C", "C", "C", "C", "C", "C", "H", "H", "H", "H", "H", "H", "H", "H", "H", "H", "H", "H", "H", "H", "H", "H", "H", "H", "H", "H", "H", "H", "H", "H", "H", "H", "H", "H", "H", "H", "H", "H", "H", "H", "H", "H", "H", "H", "H", "H", "H", "H", "H", "H"],
  "xyz": [[0.8130, -1.2706, 0.4833], [5.1287, -1.9855, 0.1533], [1.0331, 0.5365, 1.0080], [6.0559, 0.0080, -1.3709], [2.1176, 2.4059, -0.7886], [1.0643, -2.8331, -0.2495], [-0.6979, 0.9032, -0.7041], [2.7141, -2.0216, 1.2626], [0.4496, -1.4233, 2.7123], [0.1960, -0.9115, -2.6639], [1.2526, -2.7960, -3.8784], [2.8550, -2.0743, 2.6906], [0.6036, -3.9357, -3.0848], [-0.8550, 2.8808, 1.2420], [-0.1406, -0.3828, 3.5508], [-3.6215, 2.7939, 0.6045], [-1.7637, -1.4579, 1.3888], [2.3611, 0.3643, 0.4208], [4.3698, -0.9008, -0.0222], [-3.5001, 0.9798, -0.9905], [-0.2079, -0.8704, -4.9000], [-4.1752, 1.7087, -2.1582], [2.6517, -2.5108, -3.3166], [3.1008, -0.8905, 0.6320], [-0.7554, -2.2295, 2.2092], [0.4247, -1.5377, -3.7955], [4.0743, 1.2302, -1.0737], [0.5154, 3.3672, 1.9036], [0.5895, 4.9015, 1.8562], [-1.8485, 3.6284, 1.8805], [4.8425, 0.1064, -0.8064], [-0.5707, 0.1653, -2.9609], [-0.9827, 1.0457, -1.9683], [-0.9430, -0.8130, 4.7590], [1.4045, -3.2674, -5.3303], [-4.5660, 0.1835, -0.2232], [-2.7373, 1.9522, -0.0657], [-0.8526, 0.2231, -4.3544], [1.4479, -2.2707, 3.3768], [0.8063, 2.8316, 3.3017], [2.8570, 1.3304, -0.4657], [-1.3098, 1.9473, 0.1684], [-3.1929, 3.6300, 1.5888], [-4.1285, -0.3739, 0.6012], [-1.5344, 4.2899, 2.6690], [0.4299, 5.2764, 0.8456], [1.1457, -3.3172, 3.3858], [1.2166, -4.8382, -3.1737], [-0.3749, -3.0501, 1.5916], [-1.2781, -2.6769, 3.0580], [-2.5331, -2.1677, 1.0824], [1.8959, -2.5185, -5.9563], [-0.1970, -1.1492, -5.9426], [-2.8206, 0.2428, -1.3997], [-0.7656, 0.2393, 2.9013], [3.2776, -3.4072, -3.3746], [1.7804, 3.1996, 3.6312], [1.5824, 5.2227, 2.1879], [-1.4182, -1.0026, 0.4655], [-4.9239, 2.4183, -1.7970], [3.4555, -2.9542, 2.9505], [-1.8408, -1.3720, 4.4901], [2.0186, -4.1719, -5.3397], [4.4133, 2.0057, -1.7424], [-1.4476, 0.9684, -4.8654], [-0.3580, -1.4235, 5.4490], [-2.2295, -0.6626, 1.9713], [2.5581, -2.2109, -2.2697], [-1.2756, 0.0730, 5.3026], [3.3344, -1.1982, 3.1495], [-3.4582, 2.2660, -2.7596], [0.0587, 3.1104, 4.0456], [0.2952, 1.1121, 3.9654], [-4.6762, 0.9918, -2.8120], [-4.6766, 2.7480, 0.3649], [-5.0421, -0.5322, -0.8977], [1.2905, 2.9937, 1.2659], [0.9128, 1.7226, 3.1844], [-0.3898, -4.1556, -3.4865], [3.1370, -1.7133, -3.8853], [-5.3497, 0.8254, 0.1840], [-1.5831, 1.8916, -2.3042], [0.4382, -3.5112, -5.7779], [-3.8792, 4.2672, 2.1339], [1.5509, -1.9268, 4.4086], [0.5137, -3.6507, -2.0316], [-0.1333, 5.3793, 2.5092]],
  "orbital_gap_ha": 0.2254,
  "lumo_ha": 0.08699,
  "total_energy_ev": -106179.6749,
  "de_lowest_kcal_mol": 233.0,
  "total_charge": -1
}